1.
DFT (wB97M-V/def2-TZVPD) results for one molecule with the formula C3H5NO2 in a non-equilibrium geometry.

The geometry in XYZ format:
```
11
Properties=species:S:1:pos:R:3:forces:R:3
O -0.9227 1.8078 0.5341 0.01 0.17 -0.07
C 0.0159 1.0339 -0.1894 0.41 -0.25 -0.25
C 0.2921 -0.2343 0.5898 0.13 0.05 0.04
O -0.1827 -2.5383 -0.4240 0.43 -0.57 -0.66
C 0.5206 -1.4820 -0.0196 0.02 0.08 0.12
N 1.6873 -1.1091 0.2037 -1.26 0.51 0.58
H -1.0257 2.6532 0.0779 -0.01 -0.20 0.17
H -0.3712 0.8007 -1.1969 0.12 0.04 0.19
H 0.9759 1.5497 -0.3040 -0.10 0.16 -0.07
H -0.0900 -0.2381 1.6152 0.63 0.20 -0.04
H -0.6374 -2.2688 -1.2302 -0.37 -0.20 0.00
```
Positions in Å, forces in eV/Å.

SMILES string: OC[C@@H]1N=C1O
ΔE to the lowest compared entry with this formula, charge and spin: 326.70 kJ/mol
Highest occupied orbital energy: -9.77 eV

natural (NBO) population analysis, charges in e, atoms 1 to 2: atom 1 (O): -0.713, atom 2 (C): -0.090

=====

2.
DFT (wB97M-V/def2-TZVPD) results for C32H45N4O2Pt as an isolated structure in a non-equilibrium geometry.

The geometry in XYZ format:
```
84
Properties=species:S:1:pos:R:3:forces:R:3
Pt -1.4991 0.0450 1.7126 -0.39 0.07 0.74
C 2.4428 -4.6262 -2.8976 -0.13 -0.04 0.20
C 2.2213 -3.1312 -2.6811 -0.05 -0.19 -0.30
C 1.9462 -2.4737 -4.0507 -0.24 0.11 0.16
C 3.5075 -2.5412 -2.0698 -0.10 0.18 0.36
C 1.0898 -2.8199 -1.7385 0.82 0.64 -0.49
C 0.7913 -1.4881 -1.4173 -0.48 0.98 0.41
C -0.0182 -1.1927 -0.3324 1.21 1.40 -1.45
N -0.3264 0.0437 0.1612 0.55 0.20 -0.88
C 0.1681 1.2740 -0.1766 1.17 -1.49 -0.59
C 1.3310 1.5987 -0.8596 -0.14 -0.77 0.10
C 1.6123 2.9247 -1.2169 1.04 -0.95 0.02
C 0.6431 3.8944 -0.9169 -1.93 0.86 1.05
C -0.4581 3.6618 -0.1149 0.35 1.84 -0.81
C -0.6341 2.3404 0.4069 -1.44 -0.68 1.84
O -1.4275 2.0222 1.3693 1.37 0.56 -1.60
C -1.4971 4.7184 0.1750 -0.15 0.59 -0.15
C -2.7319 4.3823 -0.6904 0.21 -0.16 0.02
C -1.0195 6.1278 -0.2031 0.05 -0.42 -0.04
C -1.8922 4.7183 1.6488 -0.28 -0.14 0.25
C 2.9287 3.3363 -1.8095 0.33 -0.27 -0.09
C 2.7680 4.2269 -3.0476 -0.48 0.10 -0.02
C 3.6267 4.1566 -0.6915 -0.29 0.03 0.26
C 3.8321 2.1609 -2.1831 -0.23 -0.01 0.17
C -0.6924 -2.2583 0.3938 -1.54 0.80 2.35
O -1.4038 -1.9284 1.4220 1.41 -0.60 -1.99
C -0.5536 -3.6000 -0.0818 0.56 -2.10 -0.64
C 0.3423 -3.8249 -1.1121 -1.34 -0.78 1.49
C -1.3990 -4.7193 0.4856 -0.24 -0.33 -0.16
C -2.7979 -4.4924 -0.1380 0.05 0.05 0.04
C -0.8985 -6.1054 0.0714 0.06 0.30 -0.18
C -1.4964 -4.6875 2.0068 -0.06 0.39 0.25
H 3.3281 -4.7863 -3.5096 -0.01 0.10 -0.04
H 1.6031 -5.0850 -3.4146 -0.08 -0.12 -0.03
H 2.6177 -5.1377 -1.9523 0.02 -0.14 0.04
H 2.7746 -2.6982 -4.7171 0.08 -0.03 -0.02
H 1.8500 -1.3943 -3.9777 0.04 0.17 -0.06
H 1.0326 -2.8729 -4.4827 -0.06 -0.03 -0.15
H 4.3574 -2.7804 -2.7009 0.01 -0.08 -0.16
H 3.6858 -2.9682 -1.0860 0.12 -0.05 0.12
H 3.4579 -1.4611 -1.9681 0.00 0.21 -0.02
H 1.1696 -0.6939 -2.0421 0.21 -0.04 0.17
H 2.0653 0.8386 -1.0656 -0.07 -0.10 -0.17
H 0.8050 4.8940 -1.2878 -0.09 0.08 0.04
H -2.4762 4.4002 -1.7469 -0.04 0.02 -0.14
H -3.5034 5.1258 -0.5093 -0.07 0.04 0.04
H -3.1311 3.4017 -0.4406 -0.17 -0.12 0.00
H -0.8381 6.2107 -1.2708 0.06 0.11 -0.16
H -0.1179 6.3895 0.3431 0.16 0.14 0.07
H -1.7920 6.8490 0.0491 -0.05 0.00 0.03
H -2.4982 3.8454 1.8868 0.01 0.27 0.13
H -2.4942 5.5986 1.8648 0.06 0.07 -0.03
H -1.0090 4.7359 2.2834 0.03 0.06 0.20
H 2.2254 5.1432 -2.8320 -0.03 0.12 -0.04
H 2.2458 3.6921 -3.8382 -0.01 0.00 -0.12
H 3.7500 4.5105 -3.4160 0.09 -0.02 0.05
H 3.0654 5.0553 -0.4534 -0.01 0.15 0.07
H 4.6130 4.4537 -1.0362 0.08 -0.02 -0.14
H 3.7397 3.5642 0.2131 0.08 -0.03 0.13
H 3.3795 1.5618 -2.9691 -0.02 -0.18 -0.13
H 4.0628 1.5376 -1.3223 0.07 -0.14 0.09
H 4.7785 2.5354 -2.5619 0.03 0.08 -0.03
H 0.4773 -4.8380 -1.4539 0.01 -0.06 0.07
H -2.7399 -4.4699 -1.2232 -0.05 -0.05 -0.13
H -3.2373 -3.5601 0.2068 -0.15 0.11 0.05
H -3.4497 -5.3120 0.1546 -0.06 -0.04 0.04
H -0.9652 -6.2451 -1.0042 0.01 -0.15 -0.14
H -1.5112 -6.8724 0.5359 -0.10 0.02 0.04
H 0.1268 -6.2635 0.3936 0.19 -0.08 0.03
H -1.9359 -3.7498 2.3369 -0.02 -0.32 0.21
H -0.5137 -4.7998 2.4583 0.10 -0.05 0.13
H -2.1306 -5.4966 2.3588 0.01 -0.12 -0.09
N -3.3594 -2.1698 6.2398 -0.17 -0.65 0.46
C -3.1165 -1.0726 5.5466 0.48 1.22 -1.58
C -2.7113 -1.0735 4.1723 -0.33 -1.11 0.81
N -2.4351 0.0520 3.5385 0.13 0.40 -0.25
C -2.5623 1.2206 4.1832 -0.05 0.58 0.33
C -2.9869 1.2257 5.5111 0.25 0.02 -0.93
N -3.2387 0.1151 6.1361 -0.47 -0.68 1.44
H -3.2734 -3.0908 5.8431 -0.04 0.10 0.07
H -3.6473 -2.0821 7.2071 0.05 -0.01 -0.20
H -2.6180 -2.0142 3.6462 0.06 0.11 -0.15
H -2.3122 2.1412 3.6809 -0.01 -0.07 -0.18
H -3.1154 2.1432 6.0679 0.04 0.14 -0.08
```
Positions in Å, forces in eV/Å.

Net charge: +3
Highest occupied orbital energy (alpha / beta): -16.11 / -16.11 eV

Mulliken population analysis, charges in e, atoms 1 to 2: atom 1 (Pt): 0.919, atom 2 (C): -2.238

=====

Number 1: E_tot -8774.309 eV. Number 2: E_tot -47188.292 eV.